1.
{"formula": "C3H12N2S", "method": "ωB97M-V with the def2-TZVPD basis set", "elements": ["C", "S", "C", "H", "H", "H", "H", "H", "H", "N", "C", "N", "H", "H", "H", "H", "H", "H"], "coordinates": [[0.930, -0.358, 2.138], [-0.811, -0.716, 1.604], [-0.443, -2.446, 1.295], [1.345, -0.930, 3.026], [1.470, -0.767, 1.226], [1.184, 0.737, 2.161], [0.375, -2.603, 0.544], [-1.363, -2.984, 0.954], [-0.043, -3.018, 2.176], [0.043, 0.281, -2.120], [-0.763, 1.424, -2.166], [-0.363, 2.311, -1.050], [-0.027, -0.163, -1.159], [1.037, 0.553, -2.079], [-1.900, 1.281, -2.288], [-0.418, 2.009, -2.950], [-0.505, 3.352, -1.059], [0.252, 2.038, -0.253]], "forces_ev_per_angstrom": [[1.055, -0.294, -1.426], [1.058, -0.089, 0.869], [0.300, -1.778, -0.221], [-0.987, 0.825, -0.830], [-0.108, 0.567, 1.189], [-0.575, -1.089, 0.296], [-0.850, 0.450, 0.222], [0.774, 0.587, 0.202], [-0.642, 0.816, -0.350], [1.073, -2.697, 1.817], [-0.515, 1.811, 1.833], [-0.104, 2.001, 1.976], [-0.521, 0.390, -1.446], [-0.635, 0.184, -0.591], [1.738, -0.305, 0.592], [0.024, 0.677, -2.361], [0.042, -1.880, -0.333], [-1.126, -0.176, -1.438]], "smiles": "CSC.NCN", "total_energy_ev": -17119.52991, "de_lowest_kcal_mol": 30.4, "lumo_ev": 0.88, "homo_lumo_gap_ev": 9.24}

=====

2.
{"formula": "C11H3Cl3DyF5N2O4", "method": "ωB97M-V with the def2-TZVPD basis set", "elements": ["Dy", "O", "C", "O", "C", "C", "C", "N", "C", "C", "C", "O", "O", "H", "H", "H", "Cl", "C", "Cl", "Cl", "C", "N", "F", "C", "F", "C", "F", "F", "F"], "coordinates": [[-0.070, -0.297, -0.067], [7.178, 0.712, 0.023], [6.361, 1.639, 0.012], [6.422, 2.870, 0.017], [4.845, 1.101, -0.005], [4.591, -0.264, -0.008], [3.287, -0.712, -0.024], [2.237, 0.126, -0.036], [2.490, 1.457, -0.036], [3.766, 1.977, -0.019], [1.264, 2.360, -0.060], [1.358, 3.553, -0.007], [0.136, 1.673, -0.139], [5.421, -0.957, 0.004], [3.067, -1.773, -0.028], [3.921, 3.047, -0.015], [-5.409, -0.539, 1.538], [-4.977, 0.231, -0.004], [-5.482, -0.794, -1.367], [-5.695, 1.836, -0.120], [-3.529, 0.320, -0.065], [-2.389, 0.351, -0.120], [0.817, -2.208, -0.917], [0.327, -2.552, 0.476], [0.879, -3.735, 0.692], [-1.182, -2.774, 0.182], [-1.660, -3.985, 0.126], [-1.880, -2.073, 1.132], [-1.529, -2.110, -0.988]], "forces_ev_per_angstrom": [[0.620, -0.328, 0.111], [0.225, 0.139, -0.016], [-1.027, -0.382, 0.044], [0.236, 0.061, -0.017], [0.822, 0.157, -0.015], [-0.270, -0.045, 0.010], [0.105, -0.089, 0.048], [-0.093, 0.470, -0.075], [-0.015, 0.170, 0.019], [-0.359, 0.001, 0.015], [1.448, 0.446, 0.060], [-0.338, -0.125, -0.032], [-0.180, 1.393, -0.011], [0.065, 0.074, -0.006], [-0.068, 0.024, -0.001], [0.099, -0.020, -0.009], [0.134, 0.110, -0.204], [-0.864, -0.240, 0.041], [0.067, 0.144, 0.157], [0.183, -0.109, -0.015], [0.278, 0.217, -0.012], [-0.656, 0.185, 0.043], [0.139, -0.403, -0.149], [0.005, -0.680, -0.534], [0.186, -0.103, 0.552], [-0.587, -0.221, -0.074], [0.063, -0.109, -0.008], [0.093, -0.320, 0.086], [-0.312, -0.416, -0.009]], "total_energy_ev": -97862.26492, "de_lowest_kcal_mol": 0.0, "lumo_ev": [-1.87, -1.82], "homo_lumo_gap_ev": [5.74, 5.80], "multiplicity": 6}

=====

3.
{"formula": "C3H13N4OP", "method": "ωB97M-V with the def2-TZVPD basis set", "elements": ["C", "C", "C", "N", "N", "N", "N", "O", "P", "H", "H", "H", "H", "H", "H", "H", "H", "H", "H", "H", "H", "H"], "coordinates": [[1.331, 1.343, 1.441], [1.552, 1.593, -0.070], [0.239, 1.554, -0.864], [-2.586, -2.772, -1.548], [0.545, -1.899, 1.519], [-1.776, -1.619, -1.589], [0.084, -2.138, 0.193], [-2.390, -1.167, 0.771], [-1.202, -0.960, -0.062], [0.326, 1.856, 1.707], [1.481, 0.356, 1.886], [2.173, 1.775, 2.080], [2.353, 0.870, -0.485], [1.991, 2.660, -0.164], [-0.658, 1.835, -0.369], [0.262, 1.113, -1.780], [-2.105, -3.678, -1.596], [-3.074, -2.731, -0.580], [-0.143, -2.455, 2.195], [1.441, -2.413, 1.626], [-1.052, -1.595, -2.293], [0.852, -2.339, -0.407]], "forces_ev_per_angstrom": [[0.367, 1.651, 1.429], [0.626, 0.231, -0.411], [2.560, 1.009, 2.579], [-1.998, -0.736, 1.766], [-0.406, -2.781, 2.408], [1.717, 1.805, 0.758], [-1.154, 0.741, 1.764], [-0.553, -0.021, 1.977], [-0.284, -2.297, -3.369], [1.721, -1.126, 0.098], [-1.180, -0.442, -0.991], [-1.054, 0.579, -1.010], [-1.296, 1.155, 0.408], [-0.471, -1.530, 0.024], [-0.585, 0.197, 0.114], [-0.330, -1.003, -2.527], [0.482, 0.624, 0.316], [0.973, -0.077, -2.238], [1.703, 1.508, -1.803], [-0.690, 0.579, 0.009], [-0.430, -0.361, -0.422], [0.283, 0.295, -0.880]], "total_energy_ev": -20612.78674, "lumo_ev": [0.51, -1.89], "homo_lumo_gap_ev": [7.91, 6.17], "multiplicity": 3}